C40H62CsN9O7P2S2 as an isolated structure. Source: the OMol25 dataset; level of theory: wB97M-V/def2-TZVPD.

Computed properties:
**HOMO**: -0.2804 hartree
**Relative energy (zero: lowest compared OMol25 entry of this formula, charge and spin)**: 16.2 kJ/mol
**Electronic energy**: -4080.3078 Ha
**Frontier orbital gap**: 0.2867 hartree

ORCA input file:
```
! RIJCOSX wB97M-V def2-TZVPD def2/J DEFGRID3
* xyz 0 1
Cs 0.00 0.21 -0.27
O 0.41 -4.61 1.13
C 0.55 -3.45 0.78
N -0.43 -2.59 0.42
C -1.31 -2.93 -0.51
O -1.16 -3.72 -1.45
C -2.67 -2.26 -0.41
C -3.77 -3.03 -0.80
C -5.04 -2.50 -0.67
C -5.18 -1.21 -0.18
C -4.04 -0.51 0.15
N -2.81 -1.01 0.05
C 1.98 -2.91 0.81
C 2.97 -3.79 0.38
C 4.28 -3.35 0.33
C 4.57 -2.06 0.75
C 3.53 -1.28 1.20
N 2.26 -1.67 1.23
H -3.60 -4.02 -1.19
H -5.91 -3.08 -0.95
H -6.16 -0.75 -0.06
H -4.11 0.51 0.52
H 2.68 -4.79 0.08
H 5.07 -4.01 -0.03
H 5.58 -1.68 0.74
H 3.72 -0.27 1.55
O -0.61 1.59 2.05
S -1.88 1.51 2.84
C -2.70 3.11 2.52
C -1.98 4.40 2.94
C -0.52 4.56 2.51
C -0.30 4.39 1.02
S 1.43 4.43 0.41
O 1.49 3.33 -0.60
C 2.30 3.86 1.87
C 2.88 4.80 2.70
C 3.58 4.38 3.83
C 3.69 3.02 4.10
C 3.11 2.08 3.25
C 2.42 2.50 2.13
C -1.48 1.81 4.57
C -2.51 1.89 5.50
C -2.20 2.10 6.83
C -0.87 2.20 7.23
C 0.15 2.09 6.29
C -0.16 1.88 4.95
H -3.68 3.05 2.98
H -2.85 3.06 1.44
H -2.03 4.49 4.02
H -2.57 5.23 2.53
H 0.08 3.83 3.04
H -0.18 5.55 2.84
H -0.81 5.16 0.44
H -0.63 3.41 0.68
H 2.80 5.85 2.47
H 4.03 5.11 4.48
H 4.23 2.69 4.98
H 3.17 1.03 3.49
H 1.93 1.78 1.49
H -3.54 1.79 5.19
H -2.99 2.17 7.57
H -0.63 2.36 8.27
H 1.18 2.15 6.60
H 0.62 1.74 4.21
C 2.39 -3.58 -3.54
N 3.00 -2.26 -3.73
C 3.86 -2.15 -4.90
P 2.19 -0.97 -3.13
O 1.60 -1.25 -1.81
O 1.08 -0.64 -4.27
P -0.29 0.20 -4.09
O -0.30 1.09 -2.91
N -1.40 -1.00 -4.08
C -1.20 -2.39 -4.46
C -2.77 -0.63 -3.77
N -0.44 1.07 -5.47
C -0.08 2.48 -5.53
C -0.55 0.41 -6.76
N 3.20 0.33 -3.18
C 3.17 1.33 -4.24
C 3.75 0.82 -1.92
H 3.18 -4.31 -3.34
H 1.84 -3.90 -4.43
H 1.71 -3.56 -2.69
H 4.64 -2.91 -4.84
H 4.34 -1.17 -4.92
H 3.31 -2.30 -5.83
H -0.18 -2.55 -4.79
H -1.88 -2.66 -5.27
H -1.38 -3.04 -3.60
H -2.82 0.39 -3.40
H -3.16 -1.29 -2.98
H -3.42 -0.73 -4.65
H -0.02 2.88 -4.52
H -0.83 3.03 -6.08
H 0.89 2.62 -6.02
H -0.84 -0.64 -6.62
H 0.41 0.43 -7.30
H -1.30 0.89 -7.38
H 2.79 0.91 -5.17
H 4.19 1.69 -4.42
H 2.54 2.19 -3.96
H 3.77 0.01 -1.19
H 3.16 1.65 -1.51
H 4.77 1.16 -2.08
C 2.77 -1.83 4.93
C 1.26 -2.03 4.90
C 0.93 -3.45 4.43
C 0.68 -1.79 6.29
N 0.74 -0.97 4.00
N -0.63 -1.06 3.64
H 3.23 -2.53 5.63
H 3.01 -0.81 5.26
H 3.21 -2.00 3.94
H 1.38 -4.18 5.11
H 1.30 -3.64 3.42
H -0.15 -3.63 4.43
H 1.08 -2.52 7.00
H -0.40 -1.89 6.30
H 0.94 -0.79 6.64
H 1.25 -1.00 3.12
H -1.18 -1.10 4.49
H -0.83 -1.90 3.10
*
```